DFT (ωB97M-V/def2-TZVPD) results for a 2-piece molecular cluster, C46H43O3Si overall.

Each line ends with the Löwdin charge.
Positions of all 93 atoms, in Å:
1 C -4.82 -4.83 4.58  -0.038
2 O -4.81 -3.63 3.78  -0.061
3 C -3.96 -3.58 2.72  -0.235
4 C -4.20 -2.60 1.73  0.031
5 C -3.38 -2.51 0.63  -0.002
6 C -2.26 -3.36 0.46  -0.155
7 C -1.39 -3.25 -0.71  -0.050
8 C -1.86 -2.54 -1.85  -0.021
9 C -1.10 -2.06 -2.89  0.030
10 C -1.65 -1.82 -4.20  -0.208
11 C -0.82 -1.96 -5.35  -0.018
12 C -1.36 -1.95 -6.64  -0.062
13 C -2.74 -1.72 -6.83  -0.051
14 C -3.56 -1.54 -5.71  -0.058
15 C -3.04 -1.59 -4.41  -0.012
16 C -0.09 -3.91 -0.72  -0.165
17 C 0.68 -4.04 0.48  -0.022
18 C 1.89 -4.69 0.50  0.028
19 C 2.39 -5.28 -0.69  -0.232
20 O 3.58 -5.94 -0.57  -0.069
21 C 4.01 -6.85 -1.60  -0.038
22 C 1.65 -5.18 -1.89  0.018
23 C 0.46 -4.47 -1.90  -0.005
24 C -2.07 -4.37 1.44  -0.008
25 C -2.85 -4.45 2.58  0.017
26 H -5.53 -4.57 5.37  0.099
27 H -5.19 -5.69 4.00  0.108
28 H -3.84 -5.06 5.01  0.089
29 H -5.06 -1.95 1.86  0.131
30 H -3.60 -1.74 -0.11  0.107
31 H -2.93 -2.34 -1.87  0.104
32 H -0.01 -2.00 -2.80  0.133
33 H 0.25 -2.14 -5.21  0.120
34 H -0.72 -2.13 -7.50  0.114
35 H -3.16 -1.69 -7.84  0.117
36 H -4.64 -1.38 -5.86  0.114
37 H -3.70 -1.49 -3.55  0.110
38 H 0.29 -3.63 1.41  0.124
39 H 2.47 -4.81 1.42  0.134
40 H 5.03 -7.09 -1.29  0.099
41 H 3.40 -7.76 -1.60  0.106
42 H 4.01 -6.39 -2.59  0.089
43 H 2.00 -5.67 -2.80  0.114
44 H -0.09 -4.36 -2.84  0.120
45 H -1.28 -5.10 1.33  0.119
46 H -2.62 -5.20 3.34  0.115
47 C -1.87 3.93 3.77  -0.083
48 C -0.82 3.03 3.98  -0.080
49 C 0.28 3.02 3.11  -0.095
50 C 0.31 3.88 2.01  -0.247
51 Si 1.68 3.80 0.77  0.643
52 C 2.20 5.54 0.41  -0.246
53 C 2.18 6.54 1.39  -0.097
54 C 2.67 7.82 1.10  -0.076
55 C 3.16 8.11 -0.17  -0.080
56 C 3.18 7.11 -1.15  -0.078
57 C 2.70 5.83 -0.87  -0.080
58 C 3.13 2.89 1.45  -0.232
59 C 4.07 3.54 2.28  -0.068
60 C 5.14 2.82 2.83  -0.076
61 C 5.28 1.46 2.54  -0.084
62 C 4.37 0.82 1.69  -0.086
63 C 3.31 1.54 1.14  -0.087
64 O 1.20 3.00 -0.66  -0.090
65 C 0.16 2.18 -0.86  -0.335
66 C -0.72 2.34 -1.90  -0.033
67 C -2.06 1.92 -1.45  -0.196
68 C -1.84 1.38 0.00  -0.160
69 C -0.34 1.20 0.20  -0.132
70 C -0.69 4.85 1.86  -0.083
71 C -1.78 4.86 2.73  -0.078
72 H -2.74 3.92 4.42  0.106
73 H -0.85 2.33 4.81  0.103
74 H 1.12 2.34 3.31  0.109
75 H 1.80 6.32 2.39  0.109
76 H 2.66 8.59 1.87  0.105
77 H 3.54 9.11 -0.40  0.106
78 H 3.57 7.32 -2.15  0.103
79 H 2.72 5.05 -1.63  0.106
80 H 3.96 4.61 2.49  0.103
81 H 5.85 3.33 3.47  0.105
82 H 6.11 0.89 2.98  0.104
83 H 4.48 -0.23 1.45  0.098
84 H 2.61 1.04 0.45  0.097
85 H -0.52 2.90 -2.81  0.110
86 H -2.73 2.80 -1.38  0.111
87 H -2.58 1.19 -2.08  0.086
88 H -2.15 2.14 0.73  0.110
89 H -2.41 0.46 0.23  0.086
90 H -0.01 0.18 -0.06  0.108
91 H 0.00 1.41 1.23  0.090
92 H -0.61 5.59 1.06  0.113
93 H -2.57 5.60 2.59  0.105

Summary:
Gap between HOMO and LUMO (eV): 4.745
ΔE to the lowest compared entry with this formula, charge and spin (kJ/mol): 12.57
Total charge: +1
E_HOMO (eV): -9.65

DFT (ωB97M-V/def2-TZVPD) results for C26H32Cl2N7O3Pt as an isolated structure.

Each line ends with the Löwdin charge.
Positions of all 71 atoms, in Å:
1 Pt -0.06 -2.13 -0.28  0.910
2 C -2.74 -1.81 -1.57  -0.186
3 N -1.76 -0.88 -0.92  -0.210
4 C -1.38 0.16 -1.91  -0.175
5 N -2.53 0.89 -2.41  -0.067
6 C -3.46 -0.07 -3.02  -0.149
7 N -3.90 -1.09 -2.05  -0.078
8 C -4.55 -0.41 -0.93  -0.152
9 N -3.64 0.54 -0.28  -0.077
10 C -2.48 -0.18 0.19  -0.198
11 C -3.21 1.53 -1.28  -0.160
12 H -3.03 -2.56 -0.84  0.086
13 H -2.23 -2.30 -2.41  0.131
14 H -0.86 -0.33 -2.74  0.123
15 H -0.70 0.84 -1.41  0.105
16 H -2.97 -0.56 -3.85  0.134
17 H -4.33 0.46 -3.39  0.130
18 H -4.87 -1.15 -0.20  0.134
19 H -5.43 0.12 -1.30  0.130
20 H -2.78 -0.93 0.92  0.071
21 H -1.78 0.51 0.65  0.104
22 H -2.52 2.23 -0.80  0.116
23 H -4.08 2.07 -1.64  0.131
24 Cl 3.95 3.27 3.04  0.772
25 C 2.86 1.91 3.00  -0.540
26 C 2.75 1.15 4.11  -0.044
27 C 1.91 0.01 4.54  -0.041
28 C 0.81 -0.44 3.91  0.047
29 C 0.45 0.39 2.74  -0.379
30 Cl -1.43 -3.07 1.31  0.059
31 C 2.14 1.72 1.73  -0.141
32 N 2.07 2.67 0.86  0.199
33 C 1.28 2.83 -0.35  -0.145
34 C 0.36 3.88 -0.26  -0.024
35 C -0.41 4.22 -1.35  -0.064
36 C -0.23 3.53 -2.55  -0.044
37 C 0.71 2.52 -2.62  -0.021
38 C 1.48 2.13 -1.52  -0.145
39 C 2.47 1.01 -1.76  -0.020
40 C 1.71 -0.27 -2.15  -0.637
41 O 1.45 -0.51 -3.31  0.065
42 O 1.42 -0.99 -1.11  -0.230
43 H 3.43 1.47 4.90  0.116
44 H 2.20 -0.41 5.49  0.121
45 H 0.20 -1.24 4.31  0.138
46 H 2.52 3.54 1.17  0.123
47 H 0.25 4.42 0.67  0.122
48 H -1.13 5.02 -1.28  0.117
49 H -0.81 3.79 -3.42  0.121
50 H 0.85 1.99 -3.55  0.134
51 H 3.11 0.83 -0.90  0.104
52 H 3.11 1.30 -2.60  0.136
53 C -0.34 1.63 3.10  0.044
54 O 0.24 0.03 1.38  -0.005
55 C 1.55 0.37 1.73  -0.371
56 C 2.56 -0.76 1.64  0.039
57 H 0.12 2.19 3.91  0.102
58 H -1.33 1.31 3.43  0.110
59 H -0.47 2.27 2.23  0.088
60 H 3.25 -0.77 2.47  0.093
61 H 3.12 -0.68 0.71  0.085
62 H 2.02 -1.70 1.61  0.087
63 N 0.78 -4.94 0.38  -0.016
64 C 1.67 -5.90 0.11  -0.068
65 C 2.46 -5.45 -0.93  -0.040
66 C 1.97 -4.18 -1.23  -0.109
67 N 0.94 -3.89 -0.44  -0.200
68 H 0.04 -4.88 1.07  0.058
69 H 1.67 -6.83 0.65  0.127
70 H 3.27 -5.98 -1.41  0.105
71 H 2.28 -3.47 -1.98  0.117

Summary:
Gap between HOMO and LUMO (eV): 6.126
ΔE to the lowest compared entry with this formula, charge and spin (kJ/mol): 153.50
Total charge: +1
E_HOMO (eV): -10.84

DFT (ωB97M-V/def2-TZVPD) results for a single C4H7NO molecule.

Each line ends with the Löwdin charge.
Positions of all 13 atoms, in Å:
1 C -0.77 -0.36 2.16  -0.139
2 C 0.27 0.06 -1.30  -0.394
3 C -0.21 -0.59 -0.11  -0.127
4 C 0.99 1.20 -1.13  0.070
5 O 0.30 -0.72 -2.42  0.033
6 N -0.02 0.04 1.00  -0.017
7 H 0.64 -0.21 -3.16  0.106
8 H -0.76 -1.53 -0.21  0.128
9 H -1.24 -1.35 2.05  0.072
10 H -0.09 -0.39 3.01  0.073
11 H -1.54 0.38 2.37  0.081
12 H 1.63 1.58 -1.91  0.058
13 H 0.78 1.89 -0.34  0.055

Summary:
Gap between HOMO and LUMO (eV): 9.220
ΔE to the lowest compared entry with this formula, charge and spin (kJ/mol): 228.38
Structure (SMILES): C=C(O)/C=N/C
E_HOMO (eV): -8.62

DFT (ωB97M-V/def2-TZVPD) results for a 2-piece molecular cluster, C2H4OS2 overall.

Each line ends with the Löwdin charge.
Positions of all 9 atoms, in Å:
1 C -0.36 -0.40 -1.25  -0.111
2 C -1.17 -1.19 -0.58  -0.119
3 O 2.31 0.84 2.76  -0.625
4 S 1.48 2.62 0.70  0.216
5 S 1.00 1.48 2.12  0.406
6 H 0.74 -0.04 -1.15  0.074
7 H -0.92 -0.05 -2.13  0.048
8 H -2.20 -1.40 -0.78  0.036
9 H -0.88 -1.86 0.32  0.075

Summary:
Gap between HOMO and LUMO (eV): 8.022
ΔE to the lowest compared entry with this formula, charge and spin (kJ/mol): 231.62
E_HOMO (eV): -10.36

DFT (ωB97M-V/def2-TZVPD) results for a 2-piece molecular cluster, C3H10NO3 overall.

Each line ends with the Löwdin charge.
Positions of all 17 atoms, in Å:
1 C 0.00 -0.67 0.94  -0.211
2 C -0.23 0.81 1.21  -0.298
3 O -1.60 1.11 1.31  -0.131
4 N 0.18 -1.02 -0.50  -0.094
5 C -0.77 -0.32 -1.48  -0.536
6 O -2.06 -0.31 -1.15  -0.305
7 H -0.82 -1.22 1.32  0.095
8 H 0.92 -1.00 1.39  0.088
9 H 0.12 1.10 2.18  0.094
10 H 0.23 1.46 0.43  0.104
11 H -1.99 0.86 0.41  0.077
12 H -0.09 -1.99 -0.55  0.077
13 H -0.34 0.71 -1.61  0.085
14 H -0.57 -0.86 -2.39  0.069
15 H 2.37 1.08 -0.08  -0.015
16 H 1.90 -0.11 -0.85  0.006
17 O 2.73 0.37 -0.58  -0.104

Summary:
Gap between HOMO and LUMO (eV): 7.438
ΔE to the lowest compared entry with this formula, charge and spin (kJ/mol): 19.58
Total charge: -1
E_HOMO (eV): -3.37

no.,strongest force on any atom (eV/Å)
1,2.26
2,2.06
3,2.84
4,5.66
5,1.98